ORCA calculation (ωB97M-V/def2-TZVPD) on a gas-phase ion, C3H2NO2S2 (charge -1).

Geometry as XYZ:
```
10
Properties=species:S:1:pos:R:3:forces:R:3:lowdin_charge:R:1
C -0.04557 -1.07091 -0.32352 0.07 3.53 0.07 -0.4492
C 0.21781 1.36498 0.23161 -0.43 -0.08 2.36 -0.6280
C -0.10461 -0.32218 -1.43585 0.63 3.77 1.99 -0.3271
N 0.09932 1.26152 -0.99709 -0.83 -2.80 -4.06 -0.0147
O 0.34593 -2.31153 -2.76140 -0.37 -0.58 -0.57 -0.5856
O -1.88867 -1.23414 -3.09505 -0.97 -0.36 0.01 -0.5583
S 0.09794 -0.10690 1.13302 0.23 -0.89 0.54 0.8644
S -0.43364 -1.09721 -3.13483 1.59 0.67 0.45 0.6071
H -0.02066 -2.08733 -0.27687 -0.13 -2.58 0.08 0.0239
H 0.25472 2.30121 0.84663 0.21 -0.69 -0.88 0.0676
```
Forces are in eV/Å.

The multiplicity is 1. As for the net charge: -1. Its HOMO-LUMO gap is 0.2511 Ha. For the LUMO energy, the calculation gives 3.1 eV. The energy above the lowest of the compared OMol25 structures with the same formula, charge and spin is 34.8 kcal/mol. For the total energy, the calculation gives -30398.463 eV.